# 1
The following is a DFT calculation (the ωB97M-V functional and the def2-TZVPD basis) of a structure of composition C5H6O4Pb.

Properties
* charge: -1
* HOMO energy (alpha / beta): -0.56 / -2.98 eV
* F_max: 4.40 eV/Å
* multiplicity: 2

Last column: Mulliken charge in e.
Element x y z (Å)
1 O -0.04 -1.94 -0.39  -0.813
2 O 1.27 -0.44 0.57  -0.309
3 C 1.30 0.34 1.70  0.098
4 C 2.38 0.38 2.48  -0.756
5 C 0.07 -0.79 0.07  0.210
6 H 0.40 0.92 1.89  0.292
7 H -0.81 -0.37 0.60  0.211
8 H 2.52 1.22 3.15  0.230
9 H 3.19 -0.35 2.37  0.256
10 Pb -1.66 -2.44 -1.91  0.758
11 O -1.13 -0.62 -2.99  -0.790
12 O -2.68 -0.60 -1.43  -0.758
13 C -1.74 0.08 -2.06  0.684
14 C -1.13 1.19 -1.45  -0.883
15 H -1.71 1.78 -0.74  0.304
16 H -0.22 1.63 -1.88  0.267


# 2
The following is a DFT calculation (the ωB97M-V functional and the def2-TZVPD basis) of a structure of composition C5H6O4Pb.

Properties
* charge: +2
* HOMO energy: -17.98 eV
* F_max: 3.89 eV/Å
* relative energy (zero: lowest compared OMol25 entry of this formula, charge and spin): 0.810 eV

Last column: Mulliken charge in e.
Element x y z (Å)
1 C 0.10 0.50 -1.93  -0.904
2 C -0.97 0.43 -1.14  0.174
3 O -1.05 -0.62 -0.20  -0.324
4 C -2.24 -1.14 0.17  0.645
5 O -3.31 -0.93 -0.29  -0.317
6 O -1.87 -2.05 1.09  -0.371
7 Pb 0.22 -1.76 1.31  1.399
8 H 0.21 1.40 -2.54  0.330
9 H 0.95 -0.18 -1.83  0.328
10 H -1.93 0.93 -1.30  0.409
11 H 2.03 2.08 0.03  0.301
12 H -2.58 -2.64 1.41  0.404
13 C 2.73 1.66 0.83  -0.728
14 C 2.46 0.49 1.34  0.849
15 O 1.93 -0.53 1.63  -0.518
16 H 3.33 2.36 1.41  0.324


# 3
The following is a DFT calculation (the ωB97M-V functional and the def2-TZVPD basis) of a structure of composition C5H6O4Sm.

Properties
* charge: +1
* HOMO energy (alpha / beta): -8.22 / -10.76 eV
* F_max: 5.52 eV/Å
* relative energy (zero: lowest compared OMol25 entry of this formula, charge and spin): 6.346 eV
* multiplicity: 8

Last column: Mulliken charge in e.
Element x y z (Å)
1 O 2.81 1.19 -0.76  -0.792
2 C 2.19 0.38 -0.03  0.912
3 O 2.75 -0.22 0.92  -0.780
4 O 0.90 0.15 -0.29  -0.182
5 C 0.08 -0.32 0.77  -0.625
6 C -1.37 -0.43 0.32  -0.194
7 Sm 5.31 0.87 0.42  1.647
8 H 0.18 0.32 1.65  0.345
9 H 0.39 -1.34 1.06  0.363
10 H -1.82 -1.16 1.01  0.461
11 H -1.88 -1.46 -1.58  0.406
12 C -1.83 1.19 -0.13  0.276
13 C -1.78 -0.45 -1.15  -1.217
14 O -2.14 2.26 -0.03  -0.293
15 H -2.72 -0.92 -0.30  0.324
16 H -1.06 -0.07 -1.88  0.348


# 4
The following is a DFT calculation (the ωB97M-V functional and the def2-TZVPD basis) of a structure of composition C5H6O4Tm.

Properties
* charge: +3
* HOMO energy (alpha / beta): -20.81 / -20.76 eV
* F_max: 5.04 eV/Å
* relative energy (zero: lowest compared OMol25 entry of this formula, charge and spin): 1.082 eV
* multiplicity: 3

Last column: Mulliken charge in e.
Element x y z (Å)
1 O -0.84 -1.00 -0.77  -0.330
2 C -0.77 -0.13 -1.80  -0.137
3 C -0.04 -0.53 -2.93  0.274
4 O 0.60 -1.63 -2.98  -0.517
5 Tm 0.94 -3.53 -1.84  1.737
6 H -0.89 0.92 -1.53  0.457
7 H 0.25 0.27 -3.62  0.389
8 C 0.80 2.29 2.00  -0.606
9 C 0.38 1.03 2.04  0.105
10 O 0.36 0.32 0.82  -0.202
11 C -0.28 -0.78 0.65  0.784
12 O -0.87 -1.30 1.67  -0.295
13 H 1.02 2.79 1.06  0.270
14 H -0.07 0.52 2.88  0.371
15 H 0.68 2.90 2.90  0.304
16 H -1.28 -2.15 1.46  0.394


# 5
The following is a DFT calculation (the ωB97M-V functional and the def2-TZVPD basis) of a structure of composition C5H6O7Re.

Properties
* charge: +2
* HOMO energy (alpha / beta): -18.71 / -20.13 eV
* F_max: 1.43 eV/Å
* relative energy (zero: lowest compared OMol25 entry of this formula, charge and spin): 2.802 eV
* multiplicity: 4

Last column: Mulliken charge in e.
Element x y z (Å)
1 Re -1.68 0.67 -0.22  1.386
2 O 1.44 1.27 -2.04  -0.364
3 C 0.70 1.07 -1.02  0.706
4 O -0.34 1.92 -0.78  -0.553
5 C 1.37 0.57 0.26  -0.296
6 O 0.28 0.51 1.19  -0.370
7 C 0.17 -0.46 2.21  -0.135
8 C -1.29 -0.87 2.36  0.349
9 O -1.84 -1.61 3.04  -0.212
10 O -2.17 -0.06 1.32  -0.484
11 H 1.04 1.87 -2.70  0.427
12 H 1.86 -0.39 0.12  0.374
13 H 2.08 1.33 0.58  0.438
14 H 0.75 -1.37 2.01  0.371
15 H 0.48 -0.05 3.17  0.386
16 O -1.87 -1.47 -2.67  -0.245
17 C -0.75 -1.21 -2.52  0.154
18 O -0.42 -0.28 -1.32  -0.349
19 H 0.20 -1.44 -3.00  0.419


# 6
The following is a DFT calculation (the ωB97M-V functional and the def2-TZVPD basis) of an isolated molecule of C5H6OS.

Properties
* charge: 0
* HOMO energy: -9.32 eV
* F_max: 1.94 eV/Å
* relative energy (zero: lowest compared OMol25 entry of this formula, charge and spin): 2.700 eV

Last column: Mulliken charge in e.
Element x y z (Å)
1 C -0.23 -1.24 -0.50  -0.277
2 C 0.52 -1.21 0.55  0.070
3 C -0.86 -0.02 -1.14  -0.391
4 C 1.31 -1.19 1.58  -0.706
5 C -0.26 1.24 -0.64  -0.271
6 O -0.31 3.38 0.75  -0.523
7 S -1.10 2.21 0.37  0.310
8 H -0.48 -2.19 -0.96  0.360
9 H -0.75 -0.10 -2.22  0.280
10 H -1.93 -0.03 -0.91  0.280
11 H 0.95 -1.25 2.59  0.248
12 H 2.38 -1.12 1.46  0.243
13 H 0.75 1.49 -0.93  0.375


Number 1: calculated total energy -687.858287 Eh. Number 2: calculated total energy -687.153261 Eh. Number 3: calculated total energy -1152.500211 Eh. Number 4: calculated total energy -1578.938997 Eh. Number 5: calculated total energy -798.266636 Eh. Number 6: calculated total energy -667.438902 Eh.